No. 1
Molecular formula: C26H24Cl3N3O5SiTc
Method: DFT, the ωB97M-V functional and the def2-TZVPD basis

Atoms and positions in Å:
C -1.540167 -5.021586 -3.459106
H -0.854861 4.862003 -1.048762
C -1.127937 -3.712717 -3.269550
H -3.469035 3.196574 1.748702
H -1.316827 -5.528294 -4.388948
C 2.397717 -3.218391 2.693424
N -0.267434 -1.062425 -2.776152
H 0.712855 0.632449 -4.207477
H -1.241024 -0.197348 3.059830
H 1.204745 -4.001911 1.474396
O 0.369308 -2.675871 0.799353
H -4.368752 0.265532 1.682211
Cl 3.582243 4.505955 0.142968
H -2.297999 -3.212193 -0.136310
H -1.804345 3.670002 1.379385
Si -2.135797 1.201624 1.187336
C 0.479022 5.219668 -2.696486
Tc -0.286211 0.570883 -0.323924
C 0.914536 -1.725676 1.345027
C 3.400277 -3.390950 3.652435
Cl 3.312155 3.426333 2.832814
H -4.115736 0.366597 -0.068188
C -1.414510 -3.060277 -2.073889
C -2.237405 -5.682193 -2.456549
C -2.624884 3.013546 1.076967
H -3.055303 -5.549412 -0.477097
C 1.237668 4.658006 -3.731710
O 1.873271 -4.312260 2.131245
H -3.359671 -0.932512 0.849684
C 3.979018 -2.295028 4.254019
H -2.182991 1.186531 3.647566
H 2.257972 0.166983 2.703120
C -0.244668 3.026788 -1.969841
H 1.801919 5.291894 -4.401532
O 0.637433 -0.466739 1.068070
C -0.973752 -1.668794 -1.862981
C 1.635536 2.908929 0.891686
H -2.917469 3.283737 0.065503
H 1.800214 2.837751 -4.701077
H 0.464587 6.295545 -2.570692
N 0.997740 2.047852 0.491368
C -1.440630 0.863858 2.910890
C 0.447850 1.050219 -3.240408
C -2.107607 -3.724275 -1.069293
H -0.513368 1.405633 3.102643
O -1.343074 -1.061283 -0.779777
C 2.591704 -0.824908 2.977968
H 4.755233 -2.446229 4.993786
C -2.519400 -5.032503 -1.262567
Cl 1.376749 5.351104 1.838789
C 3.579591 -0.999472 3.921734
C 2.446756 4.007097 1.401690
C 1.240839 3.293852 -3.892382
O -0.958426 2.303257 -1.142887
H -0.583468 -3.185394 -4.040442
C 1.985645 -1.916862 2.352550
H -2.557519 -6.705628 -2.604970
C -0.254957 4.432295 -1.839600
C -3.638062 0.119964 0.881486
C 0.526748 2.463075 -3.013143
N 0.000517 0.229980 -2.352103
H 4.040332 -0.145009 4.399377
H 3.703108 -4.399379 3.899823

Forces on the atoms, in the same order (eV/Å):
0.02 0.04 0.00
-0.02 0.02 0.03
-0.03 -0.06 -0.04
0.02 0.00 0.03
0.00 0.00 0.00
0.03 0.12 0.01
0.05 -0.12 0.01
-0.01 -0.01 -0.03
-0.02 -0.01 -0.01
0.00 -0.01 0.09
0.04 -0.05 0.00
-0.01 0.03 -0.01
-0.04 -0.02 0.01
0.01 0.00 -0.02
0.00 -0.03 -0.03
-0.24 0.07 -0.11
0.02 0.03 -0.01
0.30 -0.65 0.41
-0.02 0.09 -0.10
-0.03 0.01 -0.03
-0.01 -0.01 -0.05
0.01 0.01 0.00
0.03 -0.02 -0.08
-0.02 0.00 0.03
0.05 -0.12 0.13
0.00 0.00 0.00
0.00 0.04 0.01
-0.06 -0.05 -0.10
0.02 -0.01 0.01
0.01 0.03 0.01
0.00 0.00 0.00
0.00 0.00 0.00
0.09 0.08 -0.17
0.00 0.00 0.00
0.12 0.00 -0.18
0.19 0.32 -0.29
-0.20 -0.25 -0.13
-0.04 -0.01 -0.03
0.00 0.00 0.00
0.00 0.00 0.00
0.18 0.27 0.02
-0.04 -0.02 -0.12
0.02 -0.07 0.12
0.00 0.04 0.07
0.00 0.03 -0.02
-0.25 0.06 0.37
-0.04 0.02 -0.01
0.00 0.00 0.00
-0.01 -0.05 -0.01
0.02 -0.09 -0.06
0.05 0.00 0.03
0.10 0.19 0.12
-0.03 -0.08 0.06
-0.15 0.20 0.02
0.00 0.00 0.00
-0.07 -0.02 0.09
0.00 0.00 0.00
0.01 -0.16 -0.03
0.10 0.08 0.02
-0.02 0.04 0.05
-0.13 0.13 -0.06
0.00 -0.01 0.00
0.00 0.00 0.00

- HOMO (alpha / beta) (Eh) = -0.2825 / -0.2999
- multiplicity = 2
- energy above the lowest of the compared OMol25 structures with the same formula, charge and spin (eV) = 0.000
- ⟨S²⟩ = 0.774
- LUMO level (alpha / beta) (eV) = -1.051 / -0.775

Results of the natural (NBO) charge analysis, in e, for atoms 1 through 4:
1 C -0.224
2 H 0.225
3 C -0.177
4 H 0.233

No. 2
Molecular formula: C16H30B3F5N8O19
Method: DFT, the ωB97M-V functional and the def2-TZVPD basis

Atoms and positions in Å:
C 0.062235 0.081131 -2.608906
O 2.703743 0.955158 -1.795849
H 5.333312 0.723255 -0.367239
H 3.382258 6.420387 -2.879384
H -6.116209 -0.156376 1.388340
H 4.647233 2.190607 -1.124043
N -1.078504 -1.715871 -5.438039
H 5.689327 1.101562 -2.081609
O -6.055936 -1.313407 -6.745908
O -5.026727 1.196243 0.031444
H -6.808428 0.330592 -4.128817
C -2.451151 1.699870 -0.356618
O -3.608543 5.503847 4.138754
N 3.765816 0.375384 -1.704024
O -1.292726 -0.545406 -5.674497
C 3.957410 -3.559874 2.401268
F -2.281758 1.883734 0.998154
H -1.347657 -0.347580 0.951570
H 4.676821 -3.445685 6.500584
H 3.538492 -3.804121 1.432494
O 3.939242 -0.806531 -1.926510
O -1.864924 4.916506 5.264938
H 4.889168 -2.448375 7.972249
H 3.172677 -3.402686 3.135545
H 4.954543 -1.684047 6.352946
H 2.354749 5.322915 -3.849660
H -1.485468 -3.383183 -6.627436
O 3.311108 0.811804 5.132966
H 0.927288 -0.167144 4.833105
B -5.627671 -0.034097 0.312710
H -2.454382 -3.255057 -5.126361
C -2.875609 3.330609 3.913337
H -2.817317 -2.191131 -6.517384
C -7.090367 -0.091485 -5.086716
H -1.250068 1.750624 -2.766480
O 3.560922 -0.518128 3.455974
C 4.954523 1.165699 -1.284748
O 4.863171 -5.678307 2.150169
O 2.691925 -1.163953 7.492569
O -3.911144 0.121857 -1.763094
C -2.040348 -2.716572 -5.973626
F 0.320472 -1.934615 1.632780
O -4.876610 -0.772920 -5.024055
C 0.478593 -0.938324 -1.797510
N 4.785625 -4.705107 2.868092
C -1.359911 0.764198 -0.866989
N 3.519313 4.401215 -2.364742
H 1.211525 -0.415781 3.082226
H -7.386110 0.686704 -5.783925
H 0.435493 0.227605 -3.610753
H -3.842965 2.928348 4.199418
C -0.944042 -0.241853 -0.046965
N -5.906589 -0.783949 -5.665931
C 2.723529 5.557279 -2.857893
B -3.872551 0.992768 -0.692484
C -0.882109 0.950379 -2.139959
H 1.155897 1.243056 3.750471
H -4.135471 -2.108478 -1.896068
O 2.306099 -3.076656 6.574486
H -7.876637 -0.831667 -4.971451
H -2.794048 3.422223 2.834598
F 1.734168 -2.581288 0.071234
O 3.628519 3.438859 -3.092026
O 4.007046 4.503761 -1.256520
B -4.512362 -1.079485 -1.443953
F -2.332918 2.929782 -0.944003
O 5.330835 -4.581922 3.947303
H 4.607556 -2.693081 2.335060
H 1.237336 -1.613925 -2.178891
N -2.772071 4.699097 4.489525
N 2.889351 0.169631 4.201230
N 3.047377 -2.219634 7.013647
H -2.069895 2.725652 4.313131
C 0.002609 -1.124253 -0.538885
C 0.468347 -2.267589 0.327571
O -0.139437 -2.138404 -4.794503
H 1.903681 5.708848 -2.161885
C 1.426474 0.208370 3.943302
C 4.512875 -2.474458 6.953828
F -0.311807 -3.345316 0.141326
O -5.608212 -1.081835 -0.582003

Forces on the atoms, in the same order (eV/Å):
-0.33 0.56 -0.65
0.17 -0.05 0.07
0.03 -0.13 -0.09
-0.02 0.00 0.12
-0.25 -0.06 -0.14
-0.04 -0.02 -0.03
-0.07 0.04 0.01
0.00 -0.11 0.02
0.04 -0.02 0.00
0.86 -1.01 0.43
0.07 -0.03 -0.03
0.31 -0.88 -0.42
0.00 0.01 0.01
0.07 0.13 0.04
0.08 0.03 0.01
-0.09 0.01 -0.21
-0.28 0.12 0.03
0.04 0.03 0.00
-0.07 0.02 -0.04
0.05 -0.09 0.02
-0.06 0.00 -0.03
-0.02 0.05 -0.01
-0.01 0.13 -0.01
0.10 0.07 0.08
-0.03 0.07 0.08
0.04 -0.07 0.02
0.05 -0.05 0.11
0.09 0.04 0.02
0.06 0.10 0.06
-0.92 0.44 0.33
0.09 -0.05 0.00
0.11 -0.15 -0.01
0.02 0.06 0.07
-0.02 0.10 0.18
-0.03 0.05 0.08
0.23 -0.09 -0.02
0.03 0.19 0.17
0.06 -0.01 0.08
-0.07 -0.03 -0.01
0.51 -0.50 0.89
-0.19 0.04 -0.15
0.54 -0.32 0.11
0.04 -0.08 0.03
1.42 -1.37 -0.92
-0.10 0.04 -0.08
-1.05 1.69 0.81
-0.11 0.03 -0.09
0.10 0.05 0.08
-0.05 -0.08 -0.06
0.22 -0.27 0.05
-0.04 0.07 -0.09
0.06 -0.52 0.41
-0.04 0.04 0.03
-0.13 0.02 -0.16
-0.52 1.24 -0.77
-0.03 0.15 -0.46
0.02 0.02 0.13
-0.01 0.08 -0.12
-0.07 0.07 -0.05
-0.02 0.01 -0.11
-0.12 0.01 0.00
0.14 -0.39 0.41
0.11 0.07 -0.05
0.03 -0.02 0.00
-0.82 -0.20 -0.82
-0.17 0.09 0.04
0.02 -0.03 0.03
-0.04 0.03 0.15
-0.04 0.03 0.05
0.04 -0.07 0.03
-0.21 -0.05 -0.07
0.11 -0.04 -0.02
0.01 0.08 0.05
-0.27 -0.03 0.89
-1.02 1.05 -0.63
-0.01 -0.05 -0.07
0.08 0.05 0.07
-0.24 -0.05 -0.16
0.12 -0.21 -0.08
0.31 -0.40 0.00
1.09 0.31 0.35

- HOMO (Eh) = -0.3569
- energy above the lowest of the compared OMol25 structures with the same formula, charge and spin (eV) = 0.718
- SMILES = FC(F)(F)c1cccc(C(F)(F)B2OBOBO2)c1.C[N+](=O)[O-].C[N+](=O)[O-].C[N+](=O)[O-].C[N+](=O)[O-].C[N+](=O)[O-].C[N+](=O)[O-].C[N+](=O)[O-].C[N+](=O)[O-]
- LUMO level (eV) = -0.195

Results of the Mulliken charge analysis, in e, for atoms 1 through 4:
1 C -1.218
2 O -0.484
3 H 0.300
4 H 0.291

Calculated max |F| in order - 0.821, 2.176 eV/A